Record 1
{
  "formula": "C4H8OS3",
  "method": "ωB97M-V/def2-TZVPD",
  "gap_ev": 9.157,
  "smiles": "C1OCSCSCS1",
  "homo_energy_ev": -8.492,
  "e_above_lowest_kcal_mol": 40.0,
  "lumo_energy_ev": 0.6654,
  "elements": ["C", "O", "C", "S", "C", "S", "C", "S", "H", "H", "H", "H", "H", "H", "H", "H"],
  "positions_angstrom": [[0.7963, -1.4493, 0.7427], [-0.5934, -1.0869, 0.9315], [-1.5838, -1.0680, -0.0126], [-1.4720, 0.4669, -0.9655], [-0.8509, 1.6103, 0.1389], [0.9474, 1.6197, 0.6618], [1.6948, 0.9324, -0.7754], [1.6865, -0.9084, -0.7988], [1.1889, -1.0836, 1.6529], [0.8090, -2.5229, 0.6331], [-2.5149, -1.2322, 0.6275], [-1.6459, -1.8566, -0.8582], [-0.9458, 2.5093, -0.4864], [-1.4344, 1.6234, 1.1180], [2.7747, 1.2019, -0.9350], [1.1433, 1.2439, -1.6745]],
  "atomic_forces_ev_per_a": [[-1.6, 0.4, -1.9], [1.2, -0.5, 0.7], [-1.3, -1.2, -0.7], [-1.0, -1.3, -1.5], [0.4, 1.3, 1.9], [-0.3, 0.4, 0.4], [0.8, -0.6, -1.1], [-0.5, -0.4, 0.8], [1.0, 0.2, 0.6], [0.4, -0.4, 0.1], [0.8, 0.7, -1.1], [0.6, 0.7, 1.5], [-0.3, 0.2, 0.8], [0.8, 0.4, -1.3], [-1.1, 0.1, 0.6], [0.1, 0.0, 0.3]]
}

---

Record 2
{
  "formula": "C4H8OS3",
  "method": "ωB97M-V/def2-TZVPD",
  "gap_ev": 9.625,
  "smiles": "O[C@@H]1[C@@H](S)[C@@H](S)[C@H]1S",
  "homo_energy_ev": -9.070,
  "e_above_lowest_kcal_mol": 34.7,
  "lumo_energy_ev": 0.5556,
  "elements": ["O", "C", "C", "S", "C", "S", "C", "S", "H", "H", "H", "H", "H", "H", "H", "H"],
  "positions_angstrom": [[-0.4708, -2.1750, -0.7933], [-0.1791, -1.2209, 0.2207], [-1.1106, 0.0152, 0.0239], [-2.0679, 0.8147, 1.2850], [0.1490, 0.7125, -0.6913], [0.7252, 2.3817, -0.3623], [1.0226, -0.4680, -0.1238], [2.0317, -0.2364, 1.4091], [-1.3694, -2.4672, -0.5690], [-0.2338, -1.7275, 1.2191], [-1.8408, -0.2930, -0.7631], [-1.0045, 1.5835, 1.8240], [0.0340, 0.4974, -1.7493], [-0.3462, 3.0576, -0.9080], [1.6145, -0.9622, -0.9730], [3.0459, 0.4875, 0.9514]],
  "atomic_forces_ev_per_a": [[-0.3, -0.1, 0.4], [-2.3, -1.4, 1.4], [0.2, -0.1, -1.5], [1.5, 1.0, 0.9], [-0.4, -0.8, 0.8], [-0.8, 0.2, -0.2], [2.9, 0.9, -1.7], [-0.8, -0.3, -0.3], [0.3, -0.2, -0.4], [0.2, 0.6, -0.6], [0.3, 0.5, 0.6], [-1.2, -0.9, -0.5], [0.1, 0.4, -0.1], [0.7, -0.5, 0.3], [-0.6, 0.6, 1.5], [0.1, 0.2, -0.4]]
}

---

Record 3
{
  "formula": "C4H8OSe",
  "method": "ωB97M-V/def2-TZVPD",
  "gap_ev": 9.564,
  "smiles": "CCC=C=O.[SeH2]",
  "homo_energy_ev": -8.947,
  "e_above_lowest_kcal_mol": 31.6,
  "lumo_energy_ev": 0.6170,
  "elements": ["C", "C", "C", "C", "O", "H", "H", "H", "H", "H", "H", "Se", "H", "H"],
  "positions_angstrom": [[-1.3937, -0.9365, -1.0725], [-0.1960, 0.0025, -0.8787], [0.9603, -0.7289, -0.2237], [1.4249, -0.6830, 0.9803], [1.8057, -0.5928, 2.0805], [-2.1580, -0.3393, -1.3548], [-1.6896, -1.3981, -0.1223], [-1.1032, -1.6992, -1.7179], [-0.3797, 0.7855, -0.2473], [0.2623, 0.4496, -1.7547], [1.4413, -1.2774, -0.9636], [0.9388, 2.2215, 2.1243], [0.2397, 1.0986, 1.7143], [-0.1529, 3.0972, 1.4362]],
  "atomic_forces_ev_per_a": [[2.4, 0.3, 2.3], [1.1, -1.8, 0.4], [-0.6, 0.3, -0.6], [0.2, 0.1, 0.7], [0.2, -0.5, -0.3], [-2.8, 1.4, -1.6], [0.3, 0.1, -0.1], [0.0, -1.3, -1.4], [-1.2, 2.2, 1.4], [-0.5, -0.1, -0.6], [1.4, -1.4, -0.6], [-0.4, 2.8, -0.3], [-1.1, -1.4, -0.4], [1.2, -0.8, 0.8]]
}

---

Record 4
{
  "formula": "C4H8P2",
  "method": "ωB97M-V/def2-TZVPD",
  "gap_ev": [8.406, 7.215],
  "homo_energy_ev": [-9.140, -8.058],
  "e_above_lowest_kcal_mol": 128.1,
  "lumo_energy_ev": [-0.7338, -0.8430],
  "elements": ["C", "C", "C", "C", "P", "P", "H", "H", "H", "H", "H", "H", "H", "H"],
  "positions_angstrom": [[-2.0026, 0.0430, -0.1454], [-1.4803, -0.1138, 1.2450], [2.0961, 0.8251, -0.6973], [0.7928, 0.3214, -0.2266], [2.1693, -0.3631, 0.7305], [-0.6527, 1.2219, 0.2589], [-1.6557, -0.7194, -0.8699], [-3.0032, 0.4342, -0.2778], [-2.1188, 0.1895, 2.0673], [-0.8600, -0.9790, 1.4469], [2.4690, 0.4828, -1.6535], [2.3359, 1.8668, -0.4948], [-0.4228, -1.7164, -1.3086], [2.3329, -1.4930, -0.0746]],
  "atomic_forces_ev_per_a": [[0.2, -0.7, -0.4], [-0.1, 0.2, 0.0], [-0.2, 0.1, -0.1], [0.2, -0.4, -0.3], [0.0, 0.2, 0.3], [-0.2, 0.3, 0.4], [-0.5, 0.5, 0.4], [0.0, 0.1, -0.1], [0.1, 0.0, -0.1], [0.0, 0.0, 0.0], [0.0, -0.1, -0.1], [0.0, -0.1, 0.0], [0.4, 0.2, 0.1], [0.1, -0.4, -0.2]]
}